Entry 1:
# C4H8O2Se

A single C4H8O2Se molecule in a non-equilibrium geometry (ωB97M-V/def2-TZVPD, the OMol25 dataset).

Positions of all 15 atoms, in Å:
C -1.430 -0.005 0.507
C 0.923 -1.139 1.012
C -0.580 0.900 -0.466
C 0.678 0.151 -0.940
O -0.214 2.099 0.110
O 0.554 -0.784 -1.911
Se -0.306 -0.214 2.124
H -2.399 0.318 0.790
H -1.723 -0.989 0.250
H 0.839 -2.107 0.418
H 1.927 -0.989 1.440
H -1.190 1.154 -1.295
H 1.696 0.703 -0.805
H -0.102 1.971 1.084
H 1.329 -1.070 -2.318

Calculated values
net charge = 0
energy above the lowest of the compared OMol25 structures with the same formula, charge and spin = 319.4 kJ/mol
E_LUMO = 0.64 eV
Kohn-Sham gap = 8.0438 eV
highest occupied orbital energy = -7.4 eV
maximum force = 4.014 eV/A

Computed Löwdin charges, given in elementary charges: -0.3780 -0.4275 -0.4563 -0.1496 -0.0667 0.0185 0.9183 0.0474 0.0523 0.0431 -0.0152 0.1346 0.1561 0.0466 0.0765

Entry 2:
# C4H8O2Sr

A molecular structure, C4H8O2Sr in a non-equilibrium geometry (ωB97M-V/def2-TZVPD, the OMol25 dataset).

Positions of all 15 atoms, in Å:
C -3.084 1.274 -1.183
C -2.434 0.045 -0.622
C -1.899 0.142 0.712
C -2.238 -0.780 1.682
O -1.709 -0.823 2.852
Sr -1.270 -2.190 4.916
H -3.334 1.235 -2.248
H -4.061 1.430 -0.707
H -1.761 0.647 -1.614
H -3.038 -0.850 -0.818
H -1.185 0.932 0.958
H -2.946 -1.582 1.414
H -1.826 2.508 0.241
O -2.336 2.879 -0.517
H -3.018 3.473 -0.172

Calculated values
net charge = +2
energy above the lowest of the compared OMol25 structures with the same formula, charge and spin = 242.7 kJ/mol
E_LUMO = -8.68 eV
Kohn-Sham gap = 5.1497 eV
highest occupied orbital energy = -13.8 eV
maximum force = 6.099 eV/A

Computed Löwdin charges, given in elementary charges: -0.0022 -0.1920 -0.1356 -0.3470 -0.3749 1.8377 0.1303 0.1187 0.2147 0.1554 0.1058 0.1203 0.1109 0.1119 0.1461

Entry 3:
# C4H8O3

A single C4H8O3 molecule (ωB97M-V/def2-TZVPD, the OMol25 dataset).

Positions of all 15 atoms, in Å:
C -0.462 -0.186 -0.196
C -0.955 -0.142 1.253
C 1.035 0.114 -0.240
C 1.529 1.330 -0.406
O -0.687 -1.509 -0.664
O -1.128 0.731 -1.008
O 1.817 -0.982 -0.052
H -0.559 -1.513 -1.621
H -2.078 0.658 -0.853
H 1.237 -1.761 -0.042
H -0.859 0.871 1.631
H -0.360 -0.813 1.866
H -1.995 -0.459 1.296
H 0.875 2.166 -0.552
H 2.590 1.496 -0.413

Calculated values
net charge = 0
structure (SMILES) = C=C(O)C(C)(O)O
energy above the lowest of the compared OMol25 structures with the same formula, charge and spin = 124.5 kJ/mol
E_LUMO = 0.64 eV
Kohn-Sham gap = 9.5217 eV
highest occupied orbital energy = -8.9 eV
maximum force = 0.433 eV/A

Computed Löwdin charges, given in elementary charges: -0.6032 0.0184 -0.3505 0.0863 0.0111 0.0381 0.0523 0.1207 0.1137 0.1028 0.0967 0.0942 0.0898 0.0636 0.0661

Entry 4:
# C4H8O3

A single C4H8O3 molecule (ωB97M-V/def2-TZVPD, the OMol25 dataset).

Positions of all 15 atoms, in Å:
C -2.421 0.565 -0.170
O -1.920 -0.747 -0.046
C -0.767 -0.819 0.765
C 0.462 -0.459 0.089
O 0.771 -1.375 -0.761
O 1.273 0.526 0.363
C 2.588 0.475 -0.217
H -3.357 0.504 -0.732
H -1.720 1.222 -0.709
H -2.620 1.012 0.816
H -0.915 -0.402 1.766
H -0.092 -1.915 -0.111
H 2.968 -0.548 -0.190
H 2.544 0.822 -1.250
H 3.206 1.141 0.385

Calculated values
net charge = 0
structure (SMILES) = CO/C=C(\O)OC
energy above the lowest of the compared OMol25 structures with the same formula, charge and spin = 473.1 kJ/mol
E_LUMO = 0.73 eV
Kohn-Sham gap = 8.8964 eV
highest occupied orbital energy = -8.2 eV
maximum force = 0.377 eV/A

Computed Löwdin charges, given in elementary charges: -0.1161 -0.2056 -0.1669 -0.4646 0.0686 0.0160 -0.0159 0.0878 0.0893 0.0878 0.1075 0.2139 0.0994 0.1019 0.0970

Calculated total energy in order - -2708.9867 -337.6284 -382.9174 -382.7846 a.u.